Molecular formula: C3H11N4
Method: DFT, ωB97M-V with the def2-TZVPD basis set

Each line ends with the natural charge from an NBO analysis.
Atoms and positions in Å:
C  -1.38368  1.06150  -0.36985  -0.657
C  -0.99884  2.26534  0.16498  0.073
N  -0.20863  3.33616  -0.33069  -0.757
H  -0.96923  0.74866  -1.35711  0.201
H  -2.29171  0.61891  -0.04552  0.237
H  -1.61773  2.65103  0.99635  0.207
H  0.46182  3.08318  -0.99807  0.374
H  0.29261  3.70990  0.50415  0.385
N  -0.34255  -1.95503  -0.77033  -0.759
C  0.65744  -1.77236  0.09801  0.684
N  0.91837  -0.60034  0.67028  -0.779
N  1.49980  -2.76241  0.50827  -0.760
H  -0.58898  -2.85481  -1.08113  0.428
H  -1.04114  -1.17336  -0.88216  0.447
H  1.43761  -0.59691  1.52149  0.414
H  0.14780  0.12746  0.59068  0.438
H  1.71090  -3.47255  -0.19589  0.416
H  2.31614  -2.41437  0.97653  0.408

Values from the calculation:
E_tot, Eh: -339.69370
Relative energy (zero: lowest compared OMol25 entry of this formula, charge and spin), kJ/mol: 68.18
E_LUMO, eV: -2.94
Spin multiplicity: 1
Largest force on an atom, eV Å⁻¹: 3.41
Gap between HOMO and LUMO, eV: 9.757
HOMO, eV: -12.692
Charge: +1